The following is a quantum chemistry calculation of 5 unconnected molecules or ions with the total composition C4H19NO5 at a distorted geometry, from the Open Molecules 2025 dataset.

Computed properties:
E_LUMO, eV: 0.0
ΔE to the lowest compared entry with this formula, charge and spin, kcal per mole: 90.5
Highest occupied orbital energy, hartree: -0.3267
Charge: 0
SMILES: CNCCCO.O.O.O.O

Positions of all 29 atoms, in Å:
C (0.17051, 0.56166, -3.38763)
N (0.59319, 0.19971, -2.11766)
C (-0.38109, -0.35398, -1.12930)
C (0.24567, -0.78866, 0.21774)
C (-1.01307, -0.92662, 1.16625)
O (-1.55629, 0.18164, 1.77881)
H (0.89983, 0.40483, -4.23427)
H (-0.75559, 0.04152, -3.77831)
H (0.00681, 1.78906, -3.67957)
H (1.19413, 0.82722, -1.64184)
H (-1.25013, 0.40279, -0.93134)
H (-0.80821, -1.20444, -1.60690)
H (0.87680, -1.72080, 0.13848)
H (0.70166, 0.11621, 0.59222)
H (-0.88130, -1.67284, 2.04138)
H (-1.88713, -1.37111, 0.56235)
H (-0.86095, 0.79177, 2.10120)
H (2.97885, -2.19735, 1.33995)
H (4.00676, -1.50971, 1.77196)
O (3.89371, -2.30152, 1.36355)
H (-3.94809, -0.86011, 1.27873)
H (-3.03871, -2.11125, 1.78490)
O (-4.03712, -1.81437, 1.44360)
H (-1.20185, 2.05171, 0.64450)
H (0.28828, 2.45150, 1.21970)
O (-0.57523, 2.36909, 1.37691)
H (2.05317, 1.65133, 0.00243)
H (2.46292, 2.83880, 0.91082)
O (1.82247, 2.15393, 0.77132)